Density functional theory data (ωB97M-V with the def2-TZVPD basis set) for a 7-piece molecular cluster, C29H62N2O19P overall.

Structure (ORCA input):
```
! wB97M-V def2-TZVPD RIJCOSX def2/J DEFGRID3
* xyz -1 1
N 9.3445 -8.8395 8.7175
C 9.1366 -7.5858 7.9973
C 8.5624 -6.4993 8.8724
C 7.1023 -6.6562 9.3138
C 6.0668 -6.4186 8.2234
C 5.6269 -7.6090 7.3579
N 4.5213 -8.3954 7.9136
P 4.9951 -9.6409 8.8060
O 4.5234 -11.0137 8.4624
H 9.1283 -8.7366 9.6965
H 8.8058 -9.5914 8.3194
H 10.1137 -7.2372 7.6609
H 8.5615 -7.7417 7.0970
H 8.6759 -5.5202 8.4193
H 9.1707 -6.4909 9.7757
H 6.9456 -5.8974 10.0751
H 6.9740 -7.6086 9.8159
H 6.4250 -5.6127 7.5830
H 5.1616 -6.0602 8.6959
H 6.4687 -8.2362 7.0548
H 5.2461 -7.1664 6.4349
H 6.4162 -9.6470 8.8124
H 4.6612 -9.3407 10.1571
C 1.4600 -7.6413 7.1172
C 1.0476 -6.4568 7.9531
O 0.6028 -5.3391 7.1440
C -0.6322 -5.4094 6.6861
O -1.4453 -6.2718 6.9051
O -0.8611 -4.3188 5.9323
C -2.1506 -4.2988 5.3325
H 2.2135 -7.3484 6.3888
H 1.8916 -8.4133 7.7483
H 0.6091 -8.0582 6.5734
H 1.9059 -6.0846 8.5079
H 0.2699 -6.7165 8.6711
H -2.9328 -4.4510 6.0740
H -2.2140 -5.0613 4.5563
H -2.2822 -3.3197 4.8783
C -6.0714 -6.3861 5.6361
C -6.4092 -5.2042 6.5176
O -6.8480 -4.0808 5.7340
C -8.1070 -4.1387 5.3083
O -8.8981 -5.0147 5.5384
O -8.3429 -3.0550 4.5647
C -9.6425 -3.0278 3.9702
H -5.3491 -6.0943 4.8725
H -5.6460 -7.1952 6.2279
H -6.9581 -6.7617 5.1263
H -5.5178 -4.8734 7.0463
H -7.1607 -5.4626 7.2618
H -10.4170 -3.1818 4.7174
H -9.7164 -3.7846 3.1913
H -9.7549 -2.0429 3.5271
C -5.3327 -3.6065 2.2369
C -5.2030 -2.1563 2.6493
O -4.5704 -1.3767 1.6188
C -5.3573 -1.0180 0.6100
O -6.5331 -1.2514 0.4995
O -4.6176 -0.3311 -0.2660
C -5.3211 0.0841 -1.4379
H -4.3625 -4.0077 1.9401
H -5.7256 -4.2028 3.0601
H -6.0029 -3.7142 1.3845
H -4.5592 -2.0729 3.5222
H -6.1671 -1.7243 2.9113
H -6.2323 0.6211 -1.1870
H -5.5581 -0.7786 -2.0592
H -4.6561 0.7462 -1.9852
C -1.6165 3.6891 -6.8533
C -1.2479 4.1702 -5.4663
O -1.9522 3.4332 -4.4548
C -1.4535 2.2290 -4.1739
O -0.4701 1.7359 -4.6596
O -2.2299 1.6696 -3.2449
C -1.8449 0.3441 -2.8665
H -2.6990 3.7109 -6.9876
H -1.1558 4.3213 -7.6118
H -1.2868 2.6630 -7.0109
H -1.5489 5.2078 -5.3403
H -0.1740 4.1170 -5.2945
H -0.7979 0.3000 -2.5791
H -2.0352 -0.3496 -3.6841
H -2.4597 0.0702 -2.0146
C 1.4809 9.2110 -9.6667
C 0.3127 8.4350 -10.2341
O -0.3076 7.6031 -9.2405
C -1.1345 8.2287 -8.4053
O -1.4246 9.3959 -8.4282
O -1.5920 7.3291 -7.5312
C -2.4480 7.8766 -6.5246
H 2.1907 8.5348 -9.1888
H 1.9934 9.7573 -10.4586
H 1.1481 9.9261 -8.9157
H 0.6539 7.7508 -11.0081
H -0.4290 9.0970 -10.6788
H -3.2574 8.4544 -6.9631
H -1.8711 8.4988 -5.8424
H -2.8650 7.0384 -5.9741
C 5.9240 13.9159 -10.8649
C 5.9726 12.6951 -11.7581
O 4.6572 12.1958 -12.0460
C 3.9878 12.8571 -12.9890
O 4.3921 13.7942 -13.6260
O 2.7859 12.2912 -13.1122
C 1.9244 12.9343 -14.0549
H 5.3530 13.7023 -9.9608
H 6.9321 14.2167 -10.5811
H 5.4453 14.7522 -11.3723
H 6.4845 11.8778 -11.2546
H 6.5027 12.8997 -12.6872
H 2.4142 13.0460 -15.0189
H 1.6134 13.9072 -13.6784
H 1.0546 12.2934 -14.1617
*
```

DFT total energy = -3022.73261 a.u.
molecular weight = 773.8 g/mol
E_LUMO = 0.046 Ha
E_HOMO = -3.78 eV
HOMO-LUMO gap = 5.04 eV
largest force on an atom = 0.0265 hartree/bohr

---

Density functional theory data (ωB97M-V with the def2-TZVPD basis set) for C29H63F2N2O22S2Zn as an isolated structure.

Structure (ORCA input):
```
! wB97M-V def2-TZVPD RIJCOSX def2/J DEFGRID3
* xyz 1 1
Zn -4.4767 -13.2987 -20.3025
N -6.3683 -12.7871 -20.0408
S -6.9651 -11.3738 -19.4971
O -7.0998 -11.3245 -18.0955
O -7.9851 -10.8470 -20.3270
F -5.7572 -10.4042 -19.8825
S -7.8200 -13.6281 -20.1271
O -8.3670 -13.6351 -21.4296
O -8.6320 -13.5763 -18.9776
F -7.1570 -15.0733 -20.0373
C -4.0107 -11.3201 -27.2153
O -3.8043 -10.9534 -25.8585
C -3.8143 -9.5569 -25.6339
C -5.2186 -9.0122 -25.3332
O -6.0106 -9.9816 -24.7332
C -7.4213 -9.8026 -24.7998
C -8.1133 -10.9817 -24.1870
O -7.9085 -12.1544 -24.9322
C -9.0159 -13.0399 -24.9395
H -3.0996 -11.1652 -27.8026
H -4.8023 -10.6905 -27.6350
H -4.3072 -12.3633 -27.2567
H -3.3209 -9.0502 -26.4680
H -3.1940 -9.4178 -24.7441
H -5.6220 -8.3959 -26.1514
H -5.0714 -8.1915 -24.5983
H -7.6923 -9.6858 -25.8559
H -7.7473 -8.9034 -24.2566
H -9.1796 -10.7213 -24.1342
H -7.7929 -11.1673 -23.1505
H -8.7547 -13.8018 -25.6669
H -9.9834 -12.5815 -25.1562
H -9.0755 -13.4805 -23.9335
C -5.5147 -15.4355 -22.4886
O -4.9709 -14.1468 -22.1504
C -5.2700 -13.1426 -23.1346
C -4.2311 -12.0601 -23.0436
O -3.9232 -11.8684 -21.6403
C -3.1146 -10.8003 -21.2370
C -2.7196 -10.9856 -19.7567
O -3.5617 -11.9196 -19.1087
C -3.4273 -11.9532 -17.6696
H -5.4539 -16.0757 -21.6161
H -4.9412 -15.8008 -23.3362
H -6.5800 -15.3424 -22.7085
H -6.2641 -12.7626 -22.8775
H -5.3244 -13.5005 -24.1628
H -4.6016 -11.1303 -23.4675
H -3.2775 -12.3530 -23.4877
H -3.5556 -9.8223 -21.4387
H -2.1836 -10.8070 -21.8211
H -2.7852 -10.0116 -19.2667
H -1.6737 -11.2926 -19.6697
H -3.4046 -10.9432 -17.2662
H -2.5316 -12.5206 -17.4200
H -4.3170 -12.4490 -17.2859
C -12.4544 -9.1996 -18.8072
O -11.7333 -8.4572 -19.7752
C -11.0692 -9.3215 -20.6689
C -10.0832 -8.5847 -21.5527
O -10.6193 -8.0091 -22.7184
C -11.5354 -6.9516 -22.4522
C -11.8148 -6.2809 -23.7631
O -12.6427 -7.1196 -24.5674
C -12.3950 -6.9790 -25.9369
H -11.7996 -9.9052 -18.2910
H -13.2433 -9.7962 -19.2908
H -12.9445 -8.4562 -18.1842
H -11.8161 -9.7994 -21.3202
H -10.4573 -10.0335 -20.1058
H -9.3551 -9.3305 -21.8658
H -9.5616 -7.8615 -20.9054
H -11.1339 -6.2489 -21.7137
H -12.4630 -7.3605 -22.0378
H -10.8380 -6.1243 -24.2372
H -12.3734 -5.3435 -23.6720
H -11.5008 -7.5396 -26.2363
H -12.2989 -5.9300 -26.2326
H -13.2472 -7.4309 -26.4437
C -3.8019 -18.4829 -19.0742
O -3.9078 -17.1402 -19.6013
C -4.4296 -16.1838 -18.8989
O -4.4228 -15.0260 -19.3094
O -4.9703 -16.5421 -17.7692
C -5.8260 -15.5907 -17.0664
H -4.6798 -19.0293 -19.4147
H -3.7442 -18.5060 -17.9936
H -2.9202 -18.9271 -19.5209
H -5.3642 -14.6120 -17.0145
H -5.9107 -15.9737 -16.0538
H -6.8072 -15.6257 -17.5254
C -9.5919 -10.7562 -13.0696
O -9.7604 -10.0593 -14.3017
C -9.7647 -10.7515 -15.4410
O -9.6142 -10.2391 -16.5191
O -9.9634 -12.0420 -15.2300
C -10.4860 -12.8676 -16.2870
H -8.6576 -11.3228 -13.0720
H -10.3946 -11.4488 -12.8404
H -9.4838 -9.9603 -12.3390
H -11.4717 -12.4716 -16.5295
H -10.5535 -13.8657 -15.8688
H -9.8603 -12.8797 -17.1751
C -11.3803 -13.4501 -21.5516
O -11.8118 -12.7753 -20.3732
C -12.8636 -13.2969 -19.7924
O -13.3976 -14.3352 -20.0657
O -13.2607 -12.4417 -18.8422
C -14.5181 -12.6673 -18.2385
H -10.8869 -14.3946 -21.3506
H -10.7875 -12.7716 -22.1579
H -12.2491 -13.6249 -22.1965
H -15.3066 -12.7978 -18.9825
H -14.7556 -11.8271 -17.5923
H -14.5698 -13.5642 -17.6124
C -6.3556 -9.7011 -15.6564
C -6.2553 -11.1478 -15.4377
N -6.1208 -12.2739 -15.2581
H -7.4129 -9.4521 -15.7272
H -5.8575 -9.4674 -16.5966
H -5.8180 -9.1787 -14.8689
*
```

DFT total energy = -5682.65356 a.u.
molecular weight = 959.3 g/mol
E_LUMO = -0.088 Ha
E_HOMO = -10.57 eV
HOMO-LUMO gap = 8.19 eV
largest force on an atom = 0.0624 hartree/bohr

---

Density functional theory data (ωB97M-V with the def2-TZVPD basis set) for C29H64N6O21 as an isolated structure.

Structure (ORCA input):
```
! wB97M-V def2-TZVPD RIJCOSX def2/J DEFGRID3
* xyz 0 1
C 32.2817 27.5849 2.1939
O 31.9744 28.8381 2.7931
C 30.6944 29.1578 3.2562
O 29.6907 28.4734 3.2012
O 30.7329 30.3614 3.7969
C 29.5002 30.8232 4.4724
H 32.9864 27.7956 1.3895
H 31.4138 27.1214 1.7247
H 32.6540 26.9212 2.9742
H 29.1636 30.3196 5.3786
H 28.6958 30.6811 3.7507
H 29.5864 31.8430 4.8476
C 30.9458 26.2026 -3.8340
O 31.4702 27.0152 -2.8266
C 31.7766 28.3038 -3.0861
O 31.9049 28.7717 -4.2574
O 31.8855 28.9359 -1.9370
C 31.9343 30.3882 -1.9473
H 31.5834 26.0881 -4.7106
H 30.0270 26.6514 -4.2114
H 30.8199 25.2242 -3.3704
H 32.1828 30.8197 -0.9777
H 30.9588 30.7765 -2.2402
H 32.6754 30.6848 -2.6895
C 33.9009 24.3166 0.3638
O 35.1573 24.0078 -0.2398
C 36.0769 23.2893 0.4349
O 36.0672 23.0105 1.6103
O 36.9961 22.8269 -0.4593
C 37.8441 21.7900 -0.1970
H 34.0753 24.2273 1.4360
H 33.1102 23.5870 0.1895
H 33.5436 25.3258 0.1592
H 38.6804 22.0532 0.4505
H 38.0855 21.3689 -1.1730
H 37.4479 20.9891 0.4273
C 29.3179 26.6696 1.0617
O 28.5274 27.7567 0.5202
C 27.2666 28.0605 0.7857
O 26.7151 29.0345 0.3300
O 26.7052 27.1505 1.6760
C 25.5791 27.4509 2.3716
H 30.2304 26.4706 0.4996
H 28.7226 25.7603 0.9784
H 29.5307 26.8843 2.1089
H 25.2396 26.5453 2.8742
H 24.8800 27.8601 1.6423
H 25.7260 28.2847 3.0581
C 29.0188 27.1116 -1.6377
O 28.8754 27.8508 -2.8889
C 27.6866 27.8463 -3.4835
O 26.7968 27.0239 -3.2531
O 27.6550 28.7747 -4.3769
C 26.5748 28.9208 -5.2959
H 28.8637 26.0335 -1.6786
H 28.3561 27.4213 -0.8296
H 30.0555 27.2641 -1.3377
H 26.4728 29.8129 -5.9139
H 25.6348 28.7253 -4.7799
H 26.6666 28.0484 -5.9428
C 30.2215 26.2498 4.7504
C 30.2258 25.3673 3.4877
O 29.1748 25.0018 2.9492
N 31.4108 25.0734 2.9822
C 32.6876 24.8844 3.6188
H 30.0146 25.6048 5.6043
H 29.4648 27.0173 4.5878
H 31.1962 26.7054 4.9251
H 31.3849 24.5396 2.1252
H 33.4195 25.0689 2.8324
H 32.9312 23.8674 3.9263
H 32.7959 25.4315 4.5552
C 32.2291 24.3894 -1.8209
C 33.4331 25.0559 -2.4053
O 34.1473 25.6879 -1.6326
N 33.6568 24.7885 -3.7034
C 34.8321 25.1683 -4.5080
H 32.3979 24.1000 -0.7836
H 31.9561 23.4904 -2.3735
H 31.3478 25.0145 -1.9645
H 32.9180 24.3456 -4.2307
H 34.5799 25.8510 -5.3194
H 35.2341 24.2690 -4.9747
H 35.6057 25.6630 -3.9206
O 34.9820 29.7228 -1.5516
C 34.6741 28.5483 -1.4042
N 34.2335 27.7674 -2.3781
C 34.5629 27.8917 -0.0143
H 34.0889 26.7913 -2.1625
H 34.1319 28.1554 -3.3050
H 35.2161 28.4149 0.6842
H 34.8884 26.8516 -0.0327
H 33.5409 27.9460 0.3607
O 32.9553 26.1417 1.1828
C 32.0796 25.9321 0.3771
N 31.4688 24.7527 0.3631
C 31.6573 27.0125 -0.6067
H 30.5453 24.8077 -0.0422
H 31.6810 24.1404 1.1378
H 31.9032 26.6767 -1.6141
H 32.1424 27.9789 -0.4694
H 30.5731 27.1208 -0.5768
O 32.4204 23.3806 1.5633
C 31.7518 22.4007 1.2756
N 32.0502 21.6200 0.2422
C 30.4325 22.1246 2.0227
H 31.3462 21.0297 -0.1773
H 32.8713 21.7690 -0.3269
H 30.7407 21.8573 3.0334
H 29.9711 21.2162 1.6352
H 29.8545 23.0404 1.8987
O 29.9283 25.2565 -1.2340
C 29.8154 24.0098 -1.4023
N 30.6312 23.2138 -0.7671
C 28.7268 23.3832 -2.2883
H 31.2894 23.6379 -0.1291
H 30.3741 22.2481 -0.6204
H 29.0240 22.3995 -2.6518
H 28.4859 24.0378 -3.1259
H 27.7982 23.2616 -1.7306
*
```

DFT total energy = -3050.82614 a.u.
molecular weight = 832.9 g/mol
E_LUMO = -0.021 Ha
E_HOMO = -8.09 eV
HOMO-LUMO gap = 7.52 eV
largest force on an atom = 0.2030 hartree/bohr
ΔE to the lowest compared entry with this formula, charge and spin = 32.0639 eV

---

Density functional theory data (ωB97M-V with the def2-TZVPD basis set) for C29H65AlBrIO17P3 as an isolated structure.

Structure (ORCA input):
```
! wB97M-V def2-TZVPD RIJCOSX def2/J DEFGRID3
* xyz -1 1
C -6.6328 -5.5113 -0.7866
C -6.0193 -4.4151 -0.1435
C -4.6382 -4.6322 0.6797
P -5.2896 -5.0769 2.4197
O -4.7272 -3.9088 3.5621
Br -7.5617 -4.8745 2.5399
O -4.0167 -5.6702 -0.1054
Al -3.3462 -4.7772 -1.6199
C -1.6065 -5.4921 -2.4334
P -0.9666 -7.0700 -1.6269
O -0.2255 -7.8714 -2.7198
O -2.1949 -8.0680 -1.0323
O 0.2071 -6.6323 -0.4846
P -4.8080 -4.3614 -3.4068
O -4.6444 -2.6550 -3.7033
I -4.1336 -5.5538 -5.4504
O -3.3080 -3.0770 -0.7926
C -3.6327 -3.3541 0.5751
O -2.6634 -3.1647 1.6114
C -1.3722 -3.7134 1.2998
C -0.8187 -4.7614 2.3600
C -1.6710 -6.1181 2.2432
C -0.6650 -4.2094 3.8504
C -0.7343 -2.6274 4.0028
C -1.6553 -4.9186 4.9101
H -6.5792 -6.5001 -0.2393
H -7.1623 -5.3491 -1.7683
H -6.4449 -3.3706 -0.1162
H -4.6484 -3.0309 3.1373
H -0.7358 -4.7544 -2.3823
H -1.7038 -5.7550 -3.5413
H -2.2188 -8.0605 -0.0495
H 0.4488 -7.3858 0.0904
H -3.7001 -2.4162 -3.6021
H -4.3795 -2.5041 0.8069
H -1.2762 -4.1856 0.2779
H -0.6349 -2.8352 1.3040
H 0.2316 -5.0420 1.9997
H -1.8204 -6.2821 1.1214
H -2.7066 -6.0485 2.6841
H -1.0699 -7.0056 2.6066
H 0.3828 -4.5168 4.2003
H -1.8240 -2.3232 3.8550
H -0.4944 -2.3933 5.0948
H -0.0212 -2.0617 3.3346
H -1.5444 -4.4350 5.9385
H -1.3112 -6.0075 4.9919
H -2.7252 -4.9561 4.5532
C -1.9961 1.0237 0.1502
O -3.2701 1.6258 0.0206
C -4.2979 0.6792 -0.2575
C -5.6173 1.1209 0.3583
O -5.6860 0.9443 1.7746
C -4.8860 1.8187 2.5690
C -5.3829 3.2588 2.5938
O -5.0562 3.9259 1.3783
C -6.0287 4.8799 1.0075
H -1.6586 0.6351 -0.8149
H -1.2949 1.7857 0.4944
H -2.0177 0.2207 0.8956
H -4.0316 -0.3110 0.1297
H -4.4013 0.6177 -1.3463
H -6.4045 0.4805 -0.0492
H -5.8729 2.1430 0.0776
H -3.8350 1.7557 2.2865
H -4.9583 1.4268 3.5880
H -4.8867 3.8016 3.4068
H -6.4643 3.2658 2.7668
H -7.0201 4.4216 0.9352
H -5.7636 5.2691 0.0213
H -6.0464 5.7105 1.7207
C 4.1980 5.6339 -2.5827
O 3.0657 4.9552 -2.0779
C 3.2701 4.4476 -0.7632
C 1.9701 4.4556 0.0286
O 1.5682 5.7511 0.4756
C 1.1017 6.6575 -0.5237
C -0.2589 6.2901 -1.1020
O -0.1393 5.2069 -2.0167
C -1.2755 4.3641 -2.0082
H 5.0170 4.9309 -2.7627
H 3.9175 6.1047 -3.5257
H 4.5201 6.4222 -1.8924
H 4.0219 5.0408 -0.2292
H 3.6348 3.4194 -0.8629
H 2.1344 3.8758 0.9412
H 1.1639 3.9601 -0.5125
H 1.8496 6.8028 -1.3034
H 0.9951 7.6187 -0.0119
H -0.6613 7.1447 -1.6588
H -0.9445 6.0407 -0.2853
H -1.4783 3.9905 -1.0001
H -1.0672 3.5053 -2.6508
H -2.1502 4.8926 -2.4002
C 9.6377 4.9867 -3.0299
O 9.6348 4.0051 -2.0121
C 8.9036 4.4093 -0.8598
C 8.2535 3.2108 -0.1825
O 7.1064 2.7083 -0.8665
C 7.3445 2.0337 -2.1025
C 8.0110 0.6732 -1.9445
O 9.3987 0.8227 -1.6595
C 9.8895 -0.1975 -0.8143
H 10.2191 5.8595 -2.7184
H 10.0958 4.5512 -3.9184
H 8.6149 5.2849 -3.2870
H 8.1283 5.1376 -1.1261
H 9.6126 4.8814 -0.1702
H 7.8839 3.5406 0.7925
H 8.9738 2.4160 0.0120
H 7.8839 2.6726 -2.8017
H 6.3531 1.8680 -2.5343
H 7.9292 0.1162 -2.8847
H 7.5057 0.1121 -1.1515
H 9.3134 -0.2479 0.1150
H 10.9243 0.0426 -0.5580
H 9.8690 -1.1652 -1.3254
*
```

DFT total energy = -6561.24558 a.u.
molecular weight = 1012.5 g/mol
E_LUMO = 0.067 Ha
E_HOMO = -4.93 eV
HOMO-LUMO gap = 6.75 eV
largest force on an atom = 0.1014 hartree/bohr